Record 1
A cluster of 9 separate species, C53H58N3O14 in total. Source: OMol25; level of theory: ωB97M-V with the def2-TZVPD basis set.

```
128
Properties=species:S:1:pos:R:3:lowdin_charge:R:1
H 0.3192 -2.3750 -3.5824 0.0686
C -3.6190 -5.2878 -2.2100 0.0560
C -3.1188 -3.1941 -1.1023 0.0149
C -4.0576 4.9622 -8.5235 -0.2695
C -1.3425 0.0815 1.2527 0.0392
H -0.5196 2.9724 6.8711 0.1083
H 0.7761 -2.4637 1.5940 0.1405
C -0.9102 -1.1994 5.4293 0.0299
C 1.4152 4.2441 1.1154 -0.4234
H -3.4477 -2.1359 -0.9495 0.0935
C -2.3713 5.1881 0.0992 -0.1400
O 2.7424 0.8222 1.4488 -0.0182
H 7.8526 -0.6367 -1.4035 0.1444
H 6.8961 1.1519 -0.3757 0.0884
H -1.7798 -3.5437 0.8266 0.0648
O 0.0499 2.2691 6.5322 0.0423
O 1.9094 -5.6077 -0.6525 0.0262
O 1.9438 3.4766 0.1097 -0.0240
H 3.8857 -1.5765 2.1174 0.1057
H -0.0461 2.8859 -3.3498 0.0695
O -2.0504 2.9715 -5.3989 -0.0444
C 3.3868 -4.9109 3.0539 -0.0625
H 2.4300 6.1669 0.5730 0.1395
H 2.2429 3.6950 -0.7956 0.1374
C 1.8643 5.4630 1.2799 0.0357
H -3.6016 5.3066 -3.4859 0.0889
H 0.7135 -1.3819 2.9224 0.0223
C 6.3972 -0.7500 0.0097 -0.3380
H -0.4875 0.2266 -2.7654 0.0582
H 2.1788 1.7150 1.3224 0.1473
C 2.3088 -1.9152 -2.6537 -0.4038
H -2.0560 5.1716 1.1518 0.1067
C 4.8442 1.1348 0.2547 -0.0187
H -3.8974 -2.3319 6.0490 0.1574
H -3.8615 0.2184 6.2557 0.1244
H -0.1449 -4.5036 -2.2445 0.1239
H -0.5488 -2.0941 2.6271 0.0225
H -4.5219 -2.3005 -2.9807 0.1609
H -2.4651 5.3163 -5.5329 0.0403
H -1.6673 6.3075 -2.8072 0.0269
C 6.0357 0.6302 -0.1758 -0.0396
H -2.7304 2.0787 6.5815 0.1310
H -0.4206 3.6401 3.8329 0.1224
C -3.9812 4.4935 -1.4685 -0.0705
H -1.6564 2.0288 -5.7813 0.2032
H 4.2131 -6.6242 2.2175 0.0816
H 4.3261 -2.1468 -1.9360 0.1023
C 0.8549 -3.9502 -2.0645 0.0631
C 0.3659 -0.4897 -0.0696 -0.0435
C 2.3434 -4.3455 3.6694 -0.3881
H -4.2317 -5.9431 -2.8708 0.1117
O -4.4869 -3.3017 -3.0493 0.0843
C -3.3604 5.2250 -2.4580 -0.0640
H -3.3054 6.5914 -7.4811 0.0077
C -2.7709 3.6216 -6.3256 -0.3339
O 2.3777 -3.0404 4.1822 -0.0708
C 0.1830 -1.6690 2.1625 0.0374
H -2.2569 -6.9832 -1.5435 0.0796
H 3.9934 -4.0835 -0.6965 0.0959
C 1.0757 -6.5571 3.5000 0.0579
C -3.9048 3.5725 -8.5864 0.0109
H 1.6330 -8.9092 2.6441 0.1455
C -2.2107 5.9061 -2.1624 -0.0851
O -4.6275 5.6658 -9.5235 0.0445
C -3.2840 5.6960 -7.4796 0.0654
H -3.2624 1.7920 -7.6116 0.0691
H -4.7412 3.7902 -1.7336 0.1069
C -1.3548 0.8377 0.0535 -0.0285
C -2.7760 5.0288 -6.3985 -0.0092
C 5.6440 -1.5907 0.7581 0.0306
H 0.2675 -4.6832 4.2784 0.1005
H 1.9756 7.2169 2.8815 0.1274
C -0.0563 0.0299 5.8577 0.0950
H 0.1581 -6.9813 3.5692 0.0677
C -2.1225 -5.4242 -0.1910 -0.3969
H 5.7415 -2.5365 0.8764 0.0319
H -1.9754 0.1066 2.1008 0.1204
C -3.4509 4.4187 -0.2174 -0.1114
H 0.2810 2.5316 1.6971 0.1650
H -3.7066 3.8058 0.5438 0.0688
N -0.2684 -0.8163 1.0357 -0.0325
N -0.3832 0.3594 -0.7900 -0.0139
H 1.0414 0.8169 -2.3691 0.0762
O 2.1550 -8.1685 2.2729 0.0574
C 1.0499 -2.5917 -2.8680 0.0312
C 1.2014 -5.0988 3.9140 0.0324
C 0.2354 4.2976 3.2288 -0.0047
C 1.8948 -4.4535 -1.2647 -0.4280
H 3.3178 -2.8142 4.7175 0.2143
H 1.0882 7.0840 4.9280 0.2087
O -3.0535 -2.2462 5.4780 -0.0032
N -1.8539 6.0788 -0.8137 0.0902
C -0.5261 2.4483 -2.4151 -0.0513
H 4.5648 2.3584 0.1668 0.1725
C -2.6810 -6.0560 -1.3706 0.0103
H 4.2248 -4.1976 2.7857 0.1401
C -2.2329 -1.1538 5.6918 -0.3723
C -3.3373 2.8142 -7.4226 0.0481
O 7.5938 -1.1300 -0.5616 0.0102
H -4.1969 3.0792 -9.3445 0.0275
H -0.4143 -2.0022 4.8783 0.0873
H -0.2490 3.0821 -1.4543 0.0787
H -1.7339 2.5873 -2.6812 0.1139
C 4.3752 -0.9190 1.3265 0.0288
C 0.6675 3.6443 2.1133 -0.0537
H 1.5140 -5.4153 0.2993 0.1687
C 2.1893 -6.9446 2.7235 -0.3586
C -3.8323 -3.7988 -2.0854 -0.4597
C -0.7860 1.2088 6.3052 -0.3330
C -2.2594 -4.0657 0.0180 0.0451
O 0.4128 6.2720 4.6561 -0.0117
H -1.8820 1.7788 -0.2521 0.1239
O 2.4485 -0.8331 -3.4208 0.0215
C 3.1139 -3.7355 -1.1571 0.0362
C 3.9375 0.3830 1.0742 -0.3855
C 0.0207 0.8600 -2.1853 -0.0560
O -1.2572 -6.1780 0.5359 -0.0046
H 1.7686 -0.9672 -4.1190 0.1213
C -2.7908 0.0057 6.1874 -0.0394
C 1.4667 6.2466 2.6057 0.0312
C 0.7033 5.6146 3.5037 -0.3849
H -4.9919 5.0440 -10.2183 0.1444
C 3.4077 -6.1999 2.6242 0.0179
H -1.5029 -7.1639 0.5479 0.1537
C -2.1213 1.1769 6.4413 -0.0555
H 1.3638 -0.8774 -0.4630 0.1808
C 3.3197 -2.5045 -1.9061 0.0030
H 0.8404 0.1038 5.4387 0.0450
```

HOMO-LUMO gap = 7.400 eV
net charge = +1
total energy = -3271.10530 Eh
LUMO = -2.215 eV
HOMO energy = -9.6 eV


Record 2
A structure of composition C31H52BrN4P3W. Source: OMol25; level of theory: ωB97M-V with the def2-TZVPD basis set.

```
92
Properties=species:S:1:pos:R:3:lowdin_charge:R:1
N -5.7743 3.9858 -5.2701 0.3307
C -3.2929 2.0254 -2.4083 0.0218
H 0.0114 -1.4918 -4.1268 0.0473
H -0.2848 -3.9277 -2.2254 0.0959
C -2.1794 1.9959 3.5418 -0.1388
H -4.8594 4.2678 -2.0581 0.1429
N -0.7679 -0.4522 3.8360 -0.1151
H 2.2371 -0.3561 1.2972 0.0503
H 0.8469 0.7955 4.3622 0.1404
H -4.1164 -0.5504 -1.1829 0.0582
H -0.6272 0.9481 5.3970 0.1537
H 0.9930 2.0984 2.3009 0.1060
C 0.2506 1.4430 -3.1205 -0.1792
H 4.5752 -0.5693 1.2009 0.0915
C 4.0106 -1.3943 0.7450 -0.0986
C -0.0348 -2.8683 -2.4129 -0.3626
H -1.6358 -4.7264 -1.2125 0.0714
W -0.1392 0.5204 -1.1382 1.0048
C 1.2720 3.4337 -2.1056 -0.6658
C -1.3120 -2.9531 0.0935 -0.3808
C -2.2186 1.2378 -2.7939 -0.0603
H 0.2244 0.6222 -3.8388 0.1295
H -4.8749 -2.0480 -1.7354 0.1064
C -2.2483 -0.3897 3.7605 -0.1324
Br 2.6726 4.6298 -1.9926 1.0166
P -1.1151 -1.8037 -1.3467 0.8863
C -2.4165 0.6179 1.5303 -0.2942
H 5.1441 -0.9993 -2.0558 0.0644
C -0.1640 -2.5543 -3.9017 -0.1208
H 0.2553 4.2100 -0.3247 0.1402
H -3.9080 -2.0644 -0.2561 0.0687
H 3.0951 -0.0961 -3.3220 0.0884
H -2.8269 -3.0066 -2.4958 0.1092
C -1.8862 -4.3466 -0.2126 -0.0886
N -0.6953 2.0046 3.5802 -0.1126
H -1.9394 -2.4291 0.8327 0.0553
C -0.1048 2.0314 2.2221 -0.2817
H -2.2374 0.5849 -3.6769 0.1242
H 2.2385 -1.5474 -2.9186 0.0480
H 4.5871 -2.0861 -3.3127 0.1097
C -4.3123 2.1726 -4.6833 0.0547
H 3.0899 2.2425 -1.1878 -0.0244
H -2.9162 -0.2723 1.1205 0.0749
H 0.9262 -0.8697 2.6723 0.0876
P 2.1910 0.0244 -1.0590 0.8654
H 0.9995 -2.7345 -2.0413 0.0637
C 3.4155 1.3696 -0.6123 -0.3451
H 3.3030 1.7071 0.4326 0.1094
C -3.9676 -1.6375 -1.2644 -0.1139
H 4.1874 -2.4567 -1.6596 0.0780
C -0.9520 1.8865 -2.5226 -0.4131
H -0.5223 -1.7735 2.2401 0.0730
H 4.9405 1.0020 -2.0661 0.0818
N -2.7398 0.7536 2.9593 -0.1200
H 5.3288 0.2735 -0.4782 0.0615
H -2.5273 2.8556 2.9555 0.1348
C 1.4001 2.2459 -2.8787 -0.0766
C 4.2938 -1.6209 -2.3578 -0.1066
H 2.3169 2.0629 -3.4337 0.1401
C 2.9714 -0.8327 -2.5119 -0.3322
H -2.9803 -4.3526 -0.1136 0.0933
C 2.5516 -0.9884 0.4401 -0.3804
H -2.8220 1.4782 0.9842 0.0800
H 1.8850 -1.8696 0.4923 0.0736
C 0.2895 3.4525 -1.1065 -0.0307
H -0.4656 2.9282 1.6999 0.0848
C -5.1229 2.8640 -5.5936 0.0137
C -5.6772 4.4628 -4.0237 0.0136
H 4.5650 -1.7168 -0.1347 0.0367
C 4.8837 1.1388 -0.9800 -0.0983
C -0.2502 0.8291 4.3657 -0.1350
C -4.9172 3.8343 -3.0458 0.0606
H -2.7577 -1.3058 -3.0104 0.0575
H 0.5809 -3.1405 -4.4589 0.1063
H -3.4101 2.3985 -1.3900 0.1174
C -4.2023 2.6497 -3.3535 -0.1425
H -1.4819 -5.0580 0.5208 0.1068
H 5.4931 2.0115 -0.6965 0.1136
H -2.6354 -0.2702 4.7877 0.1532
H -6.2189 5.3854 -3.8029 0.1723
H -0.3100 -3.0527 0.5367 0.0750
C -0.1622 -0.7839 2.5446 -0.2659
H -2.6191 -1.3261 3.3223 0.1369
H -2.5481 2.0703 4.5815 0.1528
H -3.8007 1.2746 -5.0145 0.1330
H -1.7370 2.6986 -0.6266 0.1098
H -5.2309 2.4932 -6.6229 0.1726
H -1.1618 -2.8191 -4.2799 0.0867
P -0.5732 0.5366 1.2318 0.8777
C -0.8381 2.5755 -1.2508 -0.2300
C -2.7591 -1.9692 -2.1357 -0.3751
H 4.0021 -2.2448 1.4397 0.1064
```

HOMO-LUMO gap (spin up / spin down) = 4.603 / 3.429 eV
net charge = +4
2S+1 = 3
total energy = -5094.89993 Eh
LUMO (spin up / spin down) = -13.527 / -14.601 eV
HOMO energy (spin up / spin down) = -18.1 / -18.0 eV


Record 3
The molecule C15H14N2O5. Source: OMol25; level of theory: ωB97M-V with the def2-TZVPD basis set.

```
36
Properties=species:S:1:pos:R:3:nbo_charge:R:1
H -0.6840 1.5858 -1.1062 0.4356
H -1.9856 3.8451 -2.5068 0.2361
O -0.5553 4.7336 -0.8664 -0.6371
H 3.7591 1.0330 -0.0177 0.2289
C -0.3207 3.5563 -0.6792 0.6479
C 1.2198 0.8607 0.8047 0.8091
H 0.1425 2.9575 1.3368 0.2329
H 1.4073 3.9323 0.5333 0.2139
H 0.1144 -2.7242 1.1939 0.4177
C 0.6839 3.1240 0.3968 -0.1754
C 2.5644 -2.6178 0.2071 -0.2540
N -0.9028 2.5474 -1.3358 -0.6166
H -5.2662 -1.9807 0.9722 0.2365
C -0.7288 -1.1909 0.1556 0.6710
O 1.4020 1.9470 0.0521 -0.5020
C 1.6646 -1.5814 0.4320 0.2564
H -1.5511 2.3136 -3.3075 0.1954
H 2.2209 -3.6403 0.2691 0.2146
C 3.4298 0.0071 0.0350 -0.1507
C -3.4372 -2.9860 1.6067 0.1230
H -3.5160 -0.3619 -0.3196 0.2441
N 0.3199 -1.8795 0.6793 -0.6136
C 4.3132 -1.0284 -0.2080 -0.2236
C 3.8832 -2.3415 -0.1012 -0.1821
C -1.8790 2.7696 -2.3722 -0.4190
O 0.4953 0.8086 1.7690 -0.6022
H -2.8430 2.3430 -2.0887 0.1890
H -3.7000 -3.8161 2.2329 0.2087
H 4.5740 -3.1538 -0.2697 0.2186
H 5.3383 -0.8135 -0.4676 0.2193
O -0.6078 -0.2522 -0.6146 -0.6490
C -3.2918 -1.2119 0.2904 -0.2236
C 2.1080 -0.2563 0.3754 -0.1809
O -2.1345 -2.7801 1.3798 -0.3995
C -4.1986 -2.0553 0.9644 -0.3141
C -2.0381 -1.6929 0.5748 0.1447
```

HOMO-LUMO gap = 9.200 eV
total energy = -1065.75247 Eh
LUMO = 0.125 eV
SMILES string = CNC(=O)COC(=O)c1ccccc1NC(=O)c1ccco1
HOMO energy = -9.1 eV